# C20H24ClN3O5S2

C20H24ClN3O5S2 as an isolated structure at a distorted geometry (wB97M-V/def2-TZVPD, the Open Molecules 2025 dataset).

Positions of all 55 atoms, in Å:
1 C -6.211 -0.904 0.095
2 H 1.083 -1.142 1.706
3 O 0.067 -1.107 -2.680
4 H -2.095 0.517 -3.332
5 C -6.210 0.159 0.757
6 C 1.895 0.752 -2.200
7 H 4.735 -0.297 3.013
8 H -2.272 0.890 -1.480
9 H -2.244 -1.682 -2.856
10 H 2.478 -0.105 1.745
11 S 1.016 4.039 -0.167
12 N 1.931 -0.393 -0.262
13 H 5.838 -1.717 2.877
14 C -5.090 -1.625 -0.425
15 C -4.949 0.868 1.172
16 C -3.935 -0.962 0.044
17 O -1.225 -1.239 -0.099
18 C 0.154 2.529 -0.665
19 C 0.287 2.492 1.600
20 H 0.934 3.059 -2.816
21 O 3.218 1.296 -0.250
22 H 2.208 -0.302 -2.761
23 O -2.460 -2.909 -0.798
24 C 2.524 0.531 -0.859
25 H -5.105 -2.444 -1.022
26 H 1.199 -1.124 -0.768
27 H -0.199 2.179 2.622
28 H -7.157 -1.175 -0.134
29 H 5.976 -1.523 0.744
30 C 5.060 -1.164 0.839
31 N -2.520 -0.929 -2.582
32 H -0.521 0.968 0.262
33 C 2.096 -1.017 0.974
34 H -0.905 2.528 -2.559
35 Cl -7.609 0.888 1.307
36 H 2.387 -2.932 0.760
37 S -2.287 -1.626 -0.764
38 C 2.975 -2.054 1.062
39 C 0.764 3.676 1.493
40 C 4.892 -1.526 2.371
41 C -0.251 1.976 0.312
42 H -4.932 1.650 2.122
43 H -2.847 0.652 1.014
44 C -0.006 2.286 -2.118
45 C 3.658 -2.275 2.570
46 N 0.452 0.961 -2.512
47 H 3.838 -3.070 2.762
48 H 4.977 -0.259 0.735
49 H 2.595 1.467 -2.644
50 H 2.834 -1.821 3.265
51 C -1.908 0.214 -2.368
52 C -0.449 0.013 -2.407
53 H 1.014 4.578 2.098
54 O 4.058 -1.998 0.396
55 C -3.757 0.154 0.812

Force components x, y, z for each atom (eV/Å):
C 1.54 -6.48 -4.60
H 2.15 -0.26 -2.81
O -2.47 -0.15 1.12
H -0.15 3.55 -2.26
C 4.77 8.13 5.21
C 2.24 -3.22 -4.26
H 0.32 -3.36 -1.87
H 0.28 -1.20 -1.94
H 5.37 -10.30 -5.74
H -0.31 -1.84 -1.97
S -0.36 -0.12 -1.35
N -7.06 -9.90 0.39
H -0.29 -1.08 -0.14
C 0.85 5.66 4.22
C -0.25 -1.91 2.03
C 2.84 -2.51 -3.38
O 10.19 5.80 5.65
C 4.15 8.75 -9.19
C -5.11 -3.57 3.08
H -3.13 -1.90 2.33
O 2.63 1.71 -0.15
H -0.99 2.72 1.09
O -2.49 -15.16 -1.75
C -1.61 3.65 -0.48
H -0.06 -2.24 -1.62
H 2.48 3.00 0.38
H 1.32 0.07 -2.01
H -2.90 -1.69 -0.96
H 3.96 -1.70 -2.18
C -2.42 -8.55 5.84
N -8.22 3.96 10.82
H -1.23 -1.48 0.18
C -3.49 8.96 7.10
H -2.08 0.50 -0.68
Cl -1.85 0.72 0.46
H 0.58 -0.64 -0.04
S -11.27 8.57 -4.47
C -0.05 -6.27 5.06
C 2.48 4.83 -1.33
C 0.88 7.48 2.92
C -1.39 -6.14 10.78
H -0.23 -1.76 -3.17
H 1.17 -0.21 0.25
C 6.10 1.86 -2.05
C -7.64 17.53 -3.83
N 1.32 3.95 2.45
H 3.07 -17.73 3.89
H -1.29 9.55 -1.83
H -1.01 0.52 -0.47
H 1.98 -0.83 -0.63
C 2.31 4.09 0.59
C 4.19 -4.11 -2.02
H -0.17 -1.55 0.26
O 4.25 -0.30 -7.49
C -3.93 2.60 0.55

The HOMO-LUMO gap is 8.72 eV. The HOMO energy is -9.032 eV. As for the electronic energy: -70010.7213 eV. The value obtained for the energy relative to the best compared isomer or geometry (same formula, charge and spin) is 461.06 kcal per mole.

---

# C20H24F2N2O

One molecule with the formula C20H24F2N2O (wB97M-V/def2-TZVPD, the Open Molecules 2025 dataset).

Positions of all 49 atoms, in Å:
1 C -3.174 -3.785 2.183
2 H -1.306 0.262 3.196
3 C -5.814 -3.348 2.838
4 H -3.619 0.420 1.192
5 C 2.407 1.587 -2.479
6 C 3.102 1.334 -1.303
7 C 1.021 1.753 -2.421
8 C -1.779 0.678 2.286
9 H -2.135 -3.970 1.957
10 H -0.003 2.371 1.554
11 C -1.919 -1.573 0.609
12 C -0.614 -0.837 0.891
13 H 0.965 0.969 2.061
14 H -0.109 -1.301 1.759
15 C -3.659 -2.472 2.093
16 H -5.927 -5.449 3.226
17 H -2.387 -1.115 -0.277
18 H 4.584 3.763 -4.095
19 H 2.976 1.050 0.804
20 H -0.715 1.804 -1.179
21 C -3.094 -0.060 2.030
22 C 0.301 1.358 1.267
23 C 4.350 1.634 -3.888
24 C 2.418 1.251 -0.100
25 F -5.604 -1.082 2.331
26 H 6.760 2.740 -4.781
27 H 4.502 1.446 -4.955
28 C -5.300 -4.629 2.913
29 H 4.791 0.799 -3.328
30 H -1.724 -2.622 0.393
31 H -3.710 0.015 2.925
32 H 0.493 1.944 -3.342
33 H 4.171 1.191 -1.301
34 O 2.953 1.669 -3.729
35 H 6.993 2.131 -3.111
36 H -3.552 -5.830 2.630
37 H 4.817 3.181 -2.447
38 H -6.846 -3.140 3.076
39 C -5.010 -2.304 2.427
40 C -3.973 -4.838 2.575
41 F 7.092 4.098 -3.368
42 H -1.993 1.735 2.461
43 N -0.907 0.562 1.136
44 N -2.804 -1.446 1.746
45 C 6.517 2.904 -3.725
46 C 5.015 2.958 -3.497
47 C 1.047 1.425 -0.037
48 C 0.356 1.678 -1.219
49 H 0.046 -0.910 0.024

Force components x, y, z for each atom (eV/Å):
C -0.10 0.08 -0.03
H -0.04 0.04 -0.04
C 0.06 0.01 0.00
H -0.02 0.02 0.08
C -0.13 -0.01 0.06
C 0.25 0.00 -0.33
C 0.17 0.02 -0.11
C -0.27 0.02 -0.03
H 0.11 0.03 0.01
H 0.02 -0.08 0.09
C 0.30 -0.06 -0.10
C -0.16 -0.17 -0.26
H -0.04 0.06 -0.04
H -0.01 0.02 -0.05
C -0.39 -0.30 0.21
H -0.07 -0.07 0.03
H 0.05 -0.08 -0.02
H 0.00 -0.01 0.01
H 0.04 -0.04 0.10
H -0.14 0.00 -0.03
C 0.17 0.30 0.33
C -0.06 0.06 0.01
C 0.45 0.19 0.02
C -0.28 0.04 0.06
F 0.16 -0.14 -0.05
H -0.06 -0.14 0.08
H 0.03 -0.04 0.15
C -0.03 0.03 0.01
H -0.06 0.02 -0.07
H -0.02 0.06 0.00
H 0.02 -0.01 -0.11
H -0.07 0.03 -0.12
H 0.10 0.01 -0.06
O -0.35 0.00 0.12
H -0.10 -0.06 -0.14
H 0.05 -0.08 0.01
H 0.03 0.02 -0.03
H -0.09 0.06 0.02
C -0.02 -0.02 -0.06
C -0.02 -0.11 -0.03
F 0.23 0.68 0.21
H 0.02 -0.01 0.02
N 0.05 0.03 0.13
N 0.17 0.31 -0.02
C -0.34 -0.46 -0.10
C 0.09 -0.20 -0.07
C 0.19 -0.02 0.11
C 0.14 0.02 -0.02
H -0.02 -0.05 0.04

The HOMO-LUMO gap is 8.61 eV. Its SMILES is FCCCOc1ccc(CN2CCN(c3ccccc3F)CC2)cc1. The HOMO energy is -7.804 eV. As for the electronic energy: -31591.5900 eV.

---

# C20H24F3N5O2

One molecule with the formula C20H24F3N5O2 (wB97M-V/def2-TZVPD, the Open Molecules 2025 dataset).

Positions of all 54 atoms, in Å:
1 C 2.061 0.242 -2.600
2 N -1.813 0.795 -0.169
3 C 2.082 -3.532 -2.797
4 H 0.225 1.070 -0.585
5 H -4.080 -0.290 3.826
6 H -1.262 3.594 3.986
7 F 3.262 -3.819 -2.209
8 H 2.223 1.012 -1.863
9 C -2.718 1.936 1.737
10 C 2.143 -1.087 -2.196
11 C 1.569 -0.415 -4.852
12 H -0.608 2.433 0.201
13 H 2.915 -0.619 1.943
14 N 1.787 -0.455 0.147
15 C -1.815 -0.552 -0.063
16 C -2.972 1.530 0.323
17 C -1.857 2.886 3.442
18 H 2.554 1.717 2.600
19 C 1.772 0.578 -3.909
20 F 1.131 -3.938 -1.932
21 H -0.120 -0.971 -1.311
22 F 1.991 -4.349 -3.853
23 H 1.339 -0.161 -5.874
24 C -2.664 1.890 3.912
25 H 2.203 -2.422 -0.496
26 H -5.104 0.449 2.574
27 H 1.793 2.087 1.037
28 C -4.084 0.149 2.831
29 C -0.700 1.633 -0.539
30 O -1.007 -0.586 2.464
31 C 1.670 -1.742 -4.480
32 H -3.732 -0.597 2.117
33 H -3.114 2.414 -0.302
34 H -0.750 -2.336 -0.384
35 H 1.709 1.617 -4.194
36 H -0.895 2.083 -1.518
37 H 3.545 -1.291 -0.629
38 C 1.948 1.303 1.789
39 O -2.832 -1.171 0.190
40 N 0.690 0.853 2.322
41 H 1.526 -2.523 -5.210
42 C -0.501 -1.275 -0.337
43 N -1.897 2.905 2.085
44 N -3.206 1.286 2.820
45 H 0.834 -2.023 1.193
46 C 1.960 -2.079 -3.162
47 C 2.658 0.113 1.157
48 C 0.012 -0.232 1.908
49 C 2.461 -1.389 -0.751
50 H 3.581 0.452 0.683
51 H 0.227 1.420 3.021
52 H -2.886 1.569 4.910
53 C 0.590 -1.041 0.742
54 H -3.843 0.878 0.255

Force components x, y, z for each atom (eV/Å):
C 0.04 -0.14 0.05
N -0.20 0.28 0.02
C 0.06 -0.34 0.06
H 0.06 0.01 -0.04
H 0.00 0.04 -0.01
H 0.05 0.11 0.21
F 0.16 0.17 0.07
H -0.04 0.10 0.08
C -0.03 0.14 -0.06
C 0.04 -0.10 -0.35
C -0.02 0.01 -0.03
H 0.14 -0.05 -0.08
H 0.06 0.04 -0.02
N 0.22 0.00 0.20
C 0.09 -0.30 -0.48
C -0.09 -0.26 0.05
C -0.09 -0.11 0.22
H -0.04 -0.04 -0.08
C 0.02 -0.02 -0.06
F -0.20 0.13 0.13
H 0.01 -0.02 0.03
F -0.06 0.06 -0.27
H -0.03 0.03 -0.10
C 0.17 0.14 0.24
H 0.09 0.08 0.01
H 0.04 -0.04 0.06
H 0.10 -0.04 0.03
C -0.35 -0.51 -0.14
C 0.07 0.19 -0.19
O -0.28 -0.38 -0.02
C 0.03 -0.06 0.09
H -0.04 0.06 0.09
H -0.03 -0.07 0.09
H -0.03 0.15 -0.05
H 0.00 0.10 -0.03
H 0.09 0.03 -0.01
H -0.10 -0.05 0.08
C 0.32 -0.13 -0.21
O -0.23 -0.28 0.04
N 0.13 0.30 0.20
H -0.01 -0.05 -0.03
C -0.24 -0.16 0.22
N -0.04 0.22 -0.46
N 0.16 0.47 0.00
H -0.04 0.17 -0.04
C 0.02 0.03 -0.04
C -0.03 0.31 0.16
C 0.40 0.06 0.23
C 0.00 0.02 0.09
H -0.03 -0.04 0.04
H -0.12 -0.13 -0.06
H -0.07 -0.11 0.18
C -0.17 -0.15 -0.02
H 0.05 0.13 -0.08

The HOMO-LUMO gap is 9.00 eV. Its SMILES is CN(Cc1nccn1C)C(=O)C[C@@H]1C(=O)NCCN1Cc1ccccc1C(F)(F)F. The HOMO energy is -8.398 eV. As for the electronic energy: -40829.0965 eV. The value obtained for the energy relative to the best compared isomer or geometry (same formula, charge and spin) is 5.39 kcal per mole.

---

# C20H24F5GeN2OSV

C20H24F5GeN2OSV as an isolated structure at a distorted geometry (wB97M-V/def2-TZVPD, the Open Molecules 2025 dataset).

Positions of all 55 atoms, in Å:
1 H 5.401 -0.550 -0.447
2 C 2.274 -2.222 -0.807
3 V -2.134 1.196 -0.140
4 H 5.677 -2.910 -1.604
5 F -3.082 5.617 2.266
6 H -4.449 -2.831 -1.812
7 H -3.011 0.540 -3.444
8 H 4.081 -2.122 1.817
9 H -3.031 -2.536 -2.845
10 F -0.938 1.475 1.927
11 C -2.076 3.538 2.056
12 H -3.115 -1.114 1.063
13 C -3.362 1.008 -2.513
14 F -0.415 1.525 4.599
15 C -2.106 4.687 4.215
16 H 6.107 -1.878 0.414
17 F -1.241 3.617 6.164
18 H 3.325 -0.729 1.045
19 H -0.323 -1.341 -0.407
20 C 0.343 -0.541 -0.711
21 H 4.711 -3.883 0.573
22 H 5.793 -0.351 1.252
23 Ge -3.897 -0.483 -1.355
24 C 4.028 -1.547 0.875
25 C -2.924 -0.413 0.277
26 N 3.465 -2.438 -0.152
27 C 2.501 0.265 -1.313
28 C 4.100 -3.741 -0.313
29 C -1.448 3.627 4.849
30 H 5.386 -4.708 -1.784
31 C 0.670 1.709 -1.291
32 H 4.276 -3.556 -2.471
33 H -4.316 1.524 -2.739
34 C 1.707 -0.809 -0.907
35 C 5.410 -1.068 0.525
36 H -6.510 -0.035 -1.765
37 H 3.365 -4.559 -0.281
38 C -3.963 -2.110 -2.455
39 C -5.851 -0.304 -0.919
40 C 4.920 -3.748 -1.607
41 O 1.688 -3.125 -1.373
42 H 3.558 0.083 -1.506
43 H -5.921 0.473 -0.164
44 N -0.110 0.705 -0.875
45 C -2.403 4.624 2.850
46 C -1.389 2.505 2.682
47 H 0.217 2.660 -1.435
48 S -2.618 3.461 0.415
49 H -4.637 -1.928 -3.296
50 F -2.462 5.736 4.961
51 C 2.037 1.541 -1.521
52 H 2.635 2.350 -1.864
53 H -6.223 -1.240 -0.477
54 H -2.640 1.815 -2.287
55 C -1.078 2.540 4.056

Force components x, y, z for each atom (eV/Å):
H -0.02 -0.08 0.24
C 0.20 0.01 0.22
V 1.07 -0.10 0.03
H -0.59 -1.06 0.09
F 0.08 0.20 0.47
H -0.06 -0.38 0.11
H 0.01 0.18 0.26
H -0.14 0.20 -0.23
H -0.12 0.18 0.21
F -0.21 -0.38 -0.08
C 0.26 -0.66 0.50
H -0.08 -0.43 0.46
C -0.21 0.73 -0.67
F 0.17 -0.31 0.20
C 0.14 -0.28 -0.05
H 0.34 -0.42 0.16
F 0.12 0.12 -0.17
H 0.18 -0.02 -0.05
H -0.21 0.39 -0.05
C 1.62 -0.24 -0.12
H 0.36 -0.04 0.01
H -0.01 -0.16 0.13
Ge -1.71 -1.19 0.47
C -0.51 -0.59 0.21
C 0.37 0.63 -0.53
N -0.76 0.61 0.11
C 1.40 -0.72 -0.11
C -0.04 -0.06 -0.22
C -0.41 -0.21 -1.18
H 0.34 -0.16 0.07
C 1.10 -0.73 0.08
H -0.10 -0.05 0.21
H 0.54 -0.13 0.08
C -0.13 0.44 0.10
C 0.03 1.01 -0.69
H 0.35 -0.14 0.27
H 0.04 0.43 -0.26
C 0.37 0.14 -0.32
C 0.17 0.09 -0.43
C 0.21 0.89 -0.08
O -0.13 0.05 -0.16
H -0.17 -0.11 0.10
H -0.16 0.16 0.15
N -1.31 0.07 0.17
C -0.11 0.30 0.62
C 0.23 1.03 1.31
H -0.52 0.63 0.04
S -0.28 0.11 -0.74
H 0.05 0.04 0.02
F -0.11 0.03 -0.21
C -1.93 -0.62 0.33
H 0.45 0.38 -0.16
H 0.18 0.21 -0.14
H -0.10 -0.18 0.09
C -0.23 0.14 -0.90

The HOMO-LUMO gap (alpha / beta) is 7.05 / 7.22 eV. The expectation value of S² is 2.13. The HOMO energy (alpha / beta) is -7.270 / -7.532 eV. Its spin multiplicity is 3. As for the electronic energy: -132780.5800 eV. The value obtained for the energy relative to the best compared isomer or geometry (same formula, charge and spin) is 0.00 kcal per mole.

---

# C20H24FN3O3OsS2

C20H24FN3O3OsS2 as an isolated structure at a distorted geometry (wB97M-V/def2-TZVPD, the Open Molecules 2025 dataset).

Positions of all 54 atoms, in Å:
1 H 3.053 -0.517 3.469
2 O -2.696 1.473 -0.196
3 C 0.088 1.096 0.140
4 C -2.495 -2.021 0.961
5 F 2.257 1.948 -0.062
6 H -0.285 1.980 -0.413
7 O -5.098 0.042 -0.602
8 H 6.678 0.296 1.758
9 H 6.760 -1.336 2.029
10 H 1.347 -2.043 2.085
11 H 3.671 -0.135 -0.554
12 C 5.473 -0.821 0.455
13 C 1.970 -0.210 1.104
14 H -1.582 2.140 -5.353
15 C -0.871 0.135 0.588
16 C 0.994 -1.141 1.583
17 H 6.207 -0.524 -0.336
18 H -1.787 3.869 -4.885
19 C -4.349 3.340 -3.844
20 C -3.011 -0.902 0.331
21 Os -4.219 1.508 -1.372
22 C 1.438 0.884 0.332
23 C -1.294 -3.339 3.601
24 N 3.290 -0.387 1.368
25 H -5.907 4.272 -5.043
26 S -3.116 0.977 -3.314
27 C 4.248 0.001 0.393
28 C -0.331 -1.082 1.172
29 H 3.618 -2.044 2.648
30 C -4.809 4.355 -4.854
31 H -1.385 -4.182 1.645
32 S -5.311 2.983 -2.429
33 N -1.234 -2.095 1.447
34 N 6.090 -0.515 1.822
35 C -0.869 -3.401 2.128
36 H 5.067 0.520 3.498
37 H -0.987 -2.454 4.119
38 C -4.333 -1.026 -0.371
39 H -4.659 5.406 -4.710
40 C -2.252 0.267 0.241
41 H 5.215 -1.911 0.443
42 H -4.361 4.010 -5.808
43 H -2.800 3.126 -6.110
44 O -4.773 -2.168 -0.613
45 C -2.312 2.907 -5.141
46 H -3.031 -2.966 1.074
47 H 0.190 -3.578 2.034
48 C 3.683 -0.893 2.672
49 H 4.535 1.136 0.399
50 H -0.754 -4.142 4.149
51 H -2.358 -3.677 3.668
52 H 5.477 -1.268 3.732
53 C -3.209 2.565 -4.086
54 C 5.134 -0.456 3.007

Force components x, y, z for each atom (eV/Å):
H -0.24 0.02 0.06
O 2.56 -3.23 2.01
C -0.31 -0.37 -0.01
C 1.11 -0.42 0.18
F -0.58 -1.75 0.44
H 0.49 -0.57 0.58
O -0.45 -1.83 1.41
H 0.25 0.77 0.06
H -1.04 1.73 -0.39
H -0.04 0.47 -0.08
H 1.16 0.12 0.22
C 0.36 -0.63 0.03
C -2.91 -0.05 -0.26
H 0.28 -0.13 0.12
C 1.78 -0.52 -0.43
C 1.55 0.14 -0.95
H -0.57 -0.51 0.75
H -0.24 -0.86 -0.25
C 0.21 -0.15 0.38
C -0.63 0.49 -0.52
Os 0.93 0.86 -1.09
C 0.08 1.31 0.36
C -0.01 -2.44 -0.14
N -0.01 0.41 1.39
H 0.67 -0.14 0.51
S 0.54 1.25 -0.41
C -0.85 2.63 -1.80
C -1.45 1.64 0.58
H 0.14 1.54 0.35
C -1.08 -1.27 -1.11
H -0.54 -0.79 -0.78
S -1.81 2.09 -2.23
N -0.64 -0.76 -0.62
N 1.04 -2.89 0.47
C 0.23 1.97 1.19
H 0.72 -0.10 -0.47
H -0.44 0.82 0.09
C -2.52 -4.04 0.28
H 0.64 0.46 0.41
C 0.43 1.69 -0.12
H 0.53 0.91 -0.10
H -0.29 0.78 0.46
H 0.05 -0.24 0.51
O 1.54 2.91 0.53
C 1.99 1.44 -1.74
H -0.35 0.63 -0.23
H 0.20 0.07 -0.24
C 1.03 -1.84 -1.19
H -0.44 -1.74 0.19
H -0.23 0.27 -0.43
H 0.68 1.07 0.29
H -0.12 1.56 -0.70
C -2.60 -0.99 1.29
C -0.77 -1.77 1.19

The HOMO-LUMO gap (alpha / beta) is 5.86 / 6.56 eV. The expectation value of S² is 6.02. The HOMO energy (alpha / beta) is -11.902 / -13.273 eV. Its spin multiplicity is 5. As for the charge: +2. As for the electronic energy: -58579.1242 eV. The value obtained for the energy relative to the best compared isomer or geometry (same formula, charge and spin) is 3.45 kcal per mole.